{"formula": "C27H36MoN", "method": "ωB97M-V with the def2-TZVPD basis set", "symbols": ["C", "C", "C", "C", "C", "Mo", "C", "C", "H", "C", "H", "H", "C", "H", "H", "H", "C", "H", "H", "H", "C", "H", "H", "H", "C", "H", "H", "H", "C", "H", "H", "H", "C", "H", "H", "H", "C", "H", "H", "H", "C", "C", "C", "C", "H", "C", "H", "C", "H", "H", "H", "N", "C", "C", "C", "C", "C", "C", "H", "H", "H", "H", "H", "H", "H"], "xyz": [[-0.0299, 1.6234, 1.6948], [-0.9531, 1.8184, 0.6094], [-0.1843, 2.0652, -0.5908], [1.2112, 2.0101, -0.2379], [1.3032, 1.7044, 1.1663], [0.2845, 0.0277, 0.1018], [0.7515, -1.6276, -2.5565], [1.3500, -1.8700, -1.1894], [1.0574, -2.8269, -0.6706], [2.1507, -0.8184, -0.3939], [2.8721, -0.2941, -1.0632], [2.6387, -1.3283, 0.4787], [0.6546, -2.9478, -3.3626], [-0.0184, -3.6636, -2.8727], [0.2501, -2.7607, -4.3479], [1.6804, -3.4655, -3.4818], [1.3936, -0.4485, -3.3009], [1.0153, 0.4995, -2.8636], [2.5674, -0.4608, -3.2706], [1.0609, -0.4600, -4.3329], [-2.4406, 1.8374, 0.7246], [-2.7820, 1.1646, 1.5384], [-2.7982, 2.8627, 0.9641], [-2.9160, 1.5023, -0.2172], [-0.7692, 2.4296, -1.9177], [-1.6573, 1.8224, -2.1180], [-1.0564, 3.4969, -1.9340], [-0.0464, 2.2729, -2.7337], [2.3651, 2.3926, -1.1089], [2.0958, 2.3681, -2.1701], [2.6984, 3.4157, -0.8786], [3.2266, 1.7320, -0.9504], [2.5614, 1.6688, 1.9859], [3.4405, 1.4641, 1.3625], [2.7234, 2.6374, 2.4881], [2.5114, 0.8944, 2.7624], [-0.3821, 1.5838, 3.1444], [0.3845, 1.0590, 3.7257], [-0.4640, 2.6021, 3.5543], [-1.3431, 1.0841, 3.3160], [-2.2137, -0.1818, -1.4422], [-1.2865, -0.9470, -2.4307], [-3.6029, -0.2463, -1.5621], [-1.8001, -0.6207, -3.8192], [-1.0589, -1.9691, -2.1590], [-3.9542, 0.0913, -2.9851], [-4.3721, -0.3908, -0.7594], [-3.1076, 0.0760, -4.1038], [-1.2529, -0.7889, -4.7592], [-5.1492, 0.4682, -3.1548], [-3.4429, 0.4198, -5.0847], [-0.5359, -1.4843, 1.4898], [0.0309, -1.6216, 2.8229], [-0.8202, -1.5745, 3.9305], [-0.2519, -1.5268, 5.2160], [1.1355, -1.5666, 5.3686], [1.9691, -1.6866, 4.2537], [1.4062, -1.7481, 2.9651], [-1.5461, -1.2944, 1.5080], [-0.4193, -2.3433, 0.9435], [-1.9017, -1.5366, 3.7915], [-0.9052, -1.4575, 6.0878], [1.5762, -1.5200, 6.3698], [3.0527, -1.7378, 4.3662], [2.0426, -1.8798, 2.0931]], "atomic_forces_ev_per_a": [[-0.2, 1.0, -0.7], [0.7, 0.7, 0.4], [0.5, 0.7, 0.6], [-0.3, 1.0, 0.0], [0.0, 0.4, 0.1], [-1.9, -2.9, -1.6], [4.1, -0.7, 2.0], [-2.2, 1.9, 0.5], [0.5, 0.9, -0.7], [0.5, -1.8, -1.2], [-0.5, -0.2, 0.9], [-0.1, 0.7, -1.0], [0.2, 0.0, 0.3], [0.3, 0.1, 0.0], [0.0, 0.0, -0.3], [-1.5, 1.2, 0.4], [0.7, 0.4, 0.4], [0.6, -0.6, -0.3], [-2.2, -0.2, 0.0], [0.1, 0.0, -0.2], [-0.7, 0.2, 0.1], [0.1, 0.4, -0.4], [0.2, -0.5, 0.0], [0.3, 0.5, 0.9], [0.2, 0.2, -0.3], [0.1, 0.3, -0.1], [0.1, -0.4, 0.1], [-0.3, 0.1, 0.3], [0.2, 0.0, -0.1], [0.1, 0.0, 0.2], [-0.2, -0.2, 0.0], [-0.2, 0.2, -0.1], [0.1, 0.0, 0.0], [-0.2, 0.0, 0.1], [-0.1, -0.3, -0.2], [0.0, 0.2, -0.2], [-0.1, -0.4, 0.3], [-0.2, 0.1, -0.1], [0.0, -0.2, -0.3], [0.2, 0.1, 0.0], [3.1, -5.2, 2.9], [-4.9, 3.3, -4.0], [1.3, 1.4, -3.6], [-1.1, 0.3, 0.1], [-0.5, 0.2, 0.1], [-3.8, 0.3, 0.7], [0.9, 1.0, -0.8], [2.3, -1.6, 3.1], [0.1, -0.4, 0.6], [3.5, -1.2, 0.3], [0.4, -0.2, 0.4], [-0.3, -0.9, 0.0], [-0.5, -0.1, 0.2], [0.7, 0.2, 0.4], [-0.2, -0.1, -0.5], [0.1, 0.0, 0.1], [-0.5, -0.2, -0.5], [0.2, 0.2, 0.7], [0.4, -0.2, 0.1], [-0.1, 0.1, 0.3], [0.3, 0.0, 0.1], [0.2, 0.0, -0.3], [-0.2, 0.0, -0.4], [-0.3, 0.0, 0.0], [-0.2, 0.1, 0.3]], "gap_ev": [5.7, 6.0], "multiplicity": 3, "e_lumo_ha": [-0.138, -0.134], "charge": 1}

{"formula": "C24H33O5Sc", "method": "ωB97M-V with the def2-TZVPD basis set", "symbols": ["C", "C", "C", "C", "H", "H", "C", "H", "H", "C", "H", "H", "C", "C", "C", "O", "O", "O", "O", "C", "H", "H", "H", "C", "H", "H", "H", "O", "H", "H", "C", "C", "H", "H", "H", "H", "H", "H", "Sc", "C", "C", "C", "H", "C", "C", "H", "H", "H", "H", "C", "C", "C", "H", "C", "C", "H", "H", "H", "H", "C", "H", "H", "H"], "xyz": [[-0.0534, -0.3099, -3.2602], [-0.6335, -1.3604, -2.2717], [-0.2559, 1.1014, -2.6263], [-1.3524, 0.8923, -1.5828], [-0.5184, 1.8164, -3.4137], [0.6829, 1.4080, -2.1450], [-1.0786, -0.5664, -1.0505], [0.1334, -2.1017, -2.0254], [-1.5110, -1.8484, -2.7221], [0.0346, -0.5266, 0.0056], [-1.9979, -0.9631, -0.5866], [-2.3176, 0.8390, -2.1100], [-1.4581, 1.8908, -0.4986], [1.4096, -0.4718, -3.5876], [-0.6344, -0.3796, -4.6742], [-1.2646, 0.5607, -5.1400], [2.2049, -1.1826, -2.9828], [1.7374, 0.2491, -4.6716], [-0.3844, -1.4571, -5.4568], [0.1033, -2.7502, -5.0055], [-0.1066, -2.9667, -3.9469], [1.1796, -2.8231, -5.2115], [-0.4392, -3.4611, -5.6368], [3.1010, 0.1071, -5.0669], [3.7666, 0.5553, -4.3191], [3.1726, 0.6366, -6.0171], [3.3614, -0.9513, -5.1908], [-0.3673, 0.3166, 1.0309], [0.9916, -0.1986, -0.4482], [0.2237, -1.5734, 0.3468], [-2.7880, 2.1072, 0.0832], [-0.3955, 2.8750, -0.2652], [-0.0366, 3.3825, -1.1778], [0.4740, 2.3893, 0.2052], [-0.7501, 3.6510, 0.4255], [-2.6881, 2.3448, 1.1516], [-3.4204, 1.2150, -0.0288], [-3.3339, 2.9513, -0.3812], [0.0173, 0.0463, 3.0043], [-1.6263, -0.8693, 4.7144], [-2.2813, -0.9639, 3.4385], [-1.5655, -1.9160, 2.6462], [-3.1904, -0.4416, 3.1362], [-0.4737, -2.4089, 3.4253], [-0.5153, -1.7563, 4.7062], [0.1409, -1.9631, 5.5511], [-1.9482, -0.2513, 5.5553], [-1.8546, -2.2639, 1.6570], [0.2302, -3.1825, 3.1124], [2.0541, 1.3165, 3.7779], [1.9827, 0.1449, 4.5980], [2.2436, -0.9882, 3.7680], [1.8206, 0.1334, 5.6802], [2.4441, -0.5295, 2.4301], [2.3251, 0.9011, 2.4334], [2.4902, 1.5545, 1.5783], [1.9425, 2.3453, 4.1144], [2.3513, -2.0200, 4.1027], [2.7133, -1.1439, 1.5686], [-0.8871, 1.9490, 3.7236], [-1.9270, 2.0318, 3.3600], [-0.3558, 2.8411, 3.3472], [-0.9210, 2.0369, 4.8240]], "atomic_forces_ev_per_a": [[0.5, -0.1, -0.9], [-0.3, 0.2, -0.1], [0.1, -0.4, -0.2], [0.0, 0.0, 1.1], [0.1, -0.1, 0.4], [-0.2, 0.0, -0.1], [0.3, 0.2, -0.1], [-0.1, -0.1, 0.0], [0.3, 0.0, 0.0], [-0.7, 0.3, 0.4], [0.3, 0.0, -0.1], [-0.4, -0.2, -0.4], [-0.4, 0.5, -1.5], [0.9, -1.4, 1.7], [-1.6, 1.9, -0.1], [0.8, -1.9, 0.0], [-0.7, 1.0, -1.0], [0.7, 0.0, 0.1], [-0.3, -0.4, 0.1], [-0.2, 0.5, -0.1], [0.2, 0.3, -0.5], [-0.3, 0.0, 0.2], [0.2, 0.0, 0.2], [0.1, 0.1, -0.1], [-0.1, -0.1, -0.2], [0.1, -0.1, 0.1], [-0.1, 0.3, 0.0], [1.1, -1.5, 1.4], [-0.1, 0.0, -0.1], [0.0, 0.1, -0.1], [0.5, -0.5, 0.5], [-0.2, -0.1, 0.2], [0.2, 0.3, -0.2], [0.4, 0.2, 0.1], [0.1, 0.0, 0.0], [-0.3, -0.1, 0.0], [0.0, 0.2, 0.2], [-0.6, 0.6, -0.2], [-0.2, 0.1, -1.2], [-0.2, -0.6, -0.5], [0.5, -0.7, 0.3], [-0.3, 0.0, 1.1], [0.5, 0.0, 0.0], [-0.7, 0.4, 0.3], [-0.8, -0.4, -0.4], [-0.1, 0.2, -0.4], [0.2, -0.1, -0.4], [0.3, 0.3, 0.2], [-0.2, 0.4, 0.1], [0.4, -0.7, -0.5], [0.6, 0.1, -0.5], [0.5, 0.7, -0.3], [-0.1, 0.0, -0.5], [0.1, 0.6, 0.7], [0.4, -0.4, 1.0], [-0.3, -0.2, 0.2], [-0.1, -0.4, -0.1], [-0.3, 0.3, -0.1], [-0.3, 0.2, 0.3], [-0.3, 0.7, 0.2], [0.2, -0.1, 0.1], [-0.1, -0.2, 0.0], [0.0, 0.0, -0.1]], "gap_ev": [1.7, 1.7], "e_lumo_ha": [0.160, 0.160], "charge": -2}

{"formula": "C26H48IrOP2", "method": "ωB97M-V with the def2-TZVPD basis set", "symbols": ["Ir", "C", "C", "C", "C", "C", "C", "H", "H", "H", "C", "H", "H", "H", "C", "H", "H", "H", "C", "H", "H", "H", "C", "H", "H", "H", "C", "C", "C", "C", "C", "C", "C", "C", "H", "H", "H", "H", "H", "H", "H", "H", "H", "H", "H", "H", "P", "C", "C", "P", "C", "C", "C", "H", "H", "H", "H", "H", "H", "H", "H", "H", "H", "H", "H", "H", "H", "C", "C", "C", "O", "H", "H", "H", "H", "H", "H", "H"], "xyz": [[-1.2343, -0.1912, 0.8141], [-0.4810, 2.1723, 2.6601], [-1.4133, 1.8373, 1.6061], [-1.7812, 0.4411, 3.4805], [-0.7805, 1.3735, 3.7687], [-2.3141, 0.7554, 2.1591], [0.4380, 3.3432, 2.7180], [0.5653, 3.8297, 1.7411], [1.4347, 3.0435, 3.0980], [0.0204, 4.0989, 3.4127], [-0.1515, 1.5347, 5.1179], [0.4590, 2.4553, 5.1644], [0.4772, 0.6770, 5.4317], [-0.9390, 1.6603, 5.8850], [-2.3489, -0.5195, 4.4341], [-2.7279, -0.0023, 5.3332], [-1.5660, -1.2150, 4.7839], [-3.1829, -1.0527, 3.9598], [-3.7306, 0.6565, 1.7508], [-4.2677, 1.5303, 2.1533], [-4.2132, -0.2663, 2.1212], [-3.8395, 0.6650, 0.6474], [-1.8188, 2.8731, 0.6390], [-2.5618, 3.5667, 1.0575], [-2.2434, 2.4127, -0.2417], [-0.9464, 3.4507, 0.3120], [2.5691, 0.6616, 0.1162], [2.0647, 1.8311, -0.2931], [1.2758, 2.0886, -1.5523], [-0.1038, 1.4674, -1.7871], [-0.6504, 0.1434, -1.1335], [-0.0656, -1.2064, -1.4939], [1.4110, -1.5820, -0.9366], [2.6376, -0.6474, -0.6284], [1.9350, 1.9792, -2.4325], [-0.2370, 1.2272, -2.8611], [1.1409, 3.1835, -1.5793], [3.2686, -0.5343, -1.5435], [3.0562, 0.6656, 1.1086], [2.1210, 2.7213, 0.3690], [3.2604, -1.2695, 0.0473], [1.2319, -2.1430, 0.0010], [-0.6379, -1.9364, -0.8286], [1.8327, -2.3287, -1.6297], [-0.8201, 2.2884, -1.6144], [-1.7283, 0.1809, -1.4774], [1.8525, -0.0671, -3.4051], [3.5250, -0.7091, -3.8652], [1.6344, 1.0387, -4.8548], [-0.7270, -1.5301, -3.0920], [0.8418, -1.5282, -3.9696], [-1.8358, -0.5664, -4.1785], [-1.3940, -3.1950, -3.1449], [3.7942, -1.6041, -3.3115], [4.2789, 0.0411, -3.6423], [3.5266, -0.9128, -4.9277], [1.9739, 0.4725, -5.7239], [2.2666, 1.9174, -4.7127], [0.6020, 1.3753, -4.9722], [-0.9919, -3.6571, -4.0670], [-2.4933, -3.1717, -3.1371], [-1.0772, -3.7811, -2.2730], [1.3635, -2.4708, -3.6963], [0.6875, -1.4002, -5.0602], [-2.8694, -0.9476, -4.1251], [-1.4655, -0.6896, -5.2229], [-1.9129, 0.5152, -3.9882], [1.2476, -1.9038, 3.7338], [0.5603, -2.0733, 2.3943], [-0.7153, -2.8800, 2.3902], [0.3579, -0.7499, 1.8574], [0.6358, -1.3496, 4.4595], [2.2162, -1.4031, 3.6124], [1.4309, -2.9041, 4.1317], [1.3169, -2.5359, 1.7239], [-1.3556, -2.5250, 3.2053], [-1.2410, -2.8028, 1.4277], [-0.4482, -3.9228, 2.5748]], "atomic_forces_ev_per_a": [[2.4, -2.4, -0.9], [-0.7, -0.2, 0.7], [-1.2, 0.3, 2.0], [0.1, 1.7, 0.6], [0.6, -0.3, 0.6], [0.7, 2.4, 0.6], [0.4, 0.1, -0.2], [0.0, -0.2, 0.3], [-0.5, 0.2, -0.2], [0.2, -0.3, -0.3], [0.2, 0.1, 0.5], [-0.2, -0.6, 0.0], [-0.3, 0.4, -0.2], [0.3, -0.2, -0.3], [-0.3, -0.3, 0.2], [0.1, -0.1, -0.3], [-0.5, 0.2, 0.0], [0.3, -0.1, 0.4], [-1.3, -0.3, -0.2], [-0.1, -0.3, -0.2], [0.2, 0.5, -0.1], [-0.1, 0.1, 0.5], [0.0, 0.3, -0.6], [0.2, -0.2, 0.0], [-0.4, 0.1, -0.3], [-0.3, 0.0, 0.1], [-0.3, 0.8, 0.4], [-0.7, -0.2, 0.6], [0.9, 1.5, -0.3], [-0.7, -0.6, -0.2], [-0.1, 2.3, -0.7], [-0.2, -0.1, 3.6], [0.1, -0.3, -0.5], [0.8, -0.4, 0.0], [-0.4, -0.2, 0.6], [0.4, 0.5, 0.2], [-0.3, -0.2, 0.2], [-0.6, 0.0, 1.1], [-0.3, 0.0, -0.6], [0.3, -0.9, -0.4], [-0.4, -0.1, -0.5], [-0.2, 0.4, -0.8], [0.1, 0.5, -1.0], [-0.2, 0.1, 0.3], [0.0, -0.7, 0.0], [0.5, -0.2, 0.2], [0.7, -0.6, -1.0], [-0.4, 0.1, 0.0], [0.0, -0.3, 0.1], [1.8, -1.6, -2.9], [0.1, -0.2, -1.2], [-0.7, 0.8, 0.1], [-0.2, -0.4, 0.0], [-0.1, -0.2, 0.0], [0.1, 0.2, 0.0], [0.3, -0.2, -0.3], [-0.2, 0.4, -0.2], [0.0, 0.0, -0.1], [0.1, 0.0, -0.1], [-0.5, 0.1, 0.4], [0.3, -0.1, -0.2], [0.1, 0.1, -0.3], [-0.3, 0.5, -0.5], [0.1, -0.7, 0.5], [0.5, 0.0, 0.1], [-0.1, -0.1, 0.8], [0.3, -0.4, 0.1], [0.0, -0.3, 0.3], [0.9, 0.7, -0.5], [0.2, 0.0, 0.5], [-0.7, -0.4, -0.5], [0.1, -0.1, -0.3], [-0.3, -0.1, 0.0], [0.1, 0.1, 0.2], [-0.4, 0.1, 0.3], [-0.1, -0.3, -0.3], [0.1, -0.1, 0.1], [-0.3, 0.0, 0.0]], "gap_ev": [7.0, 5.3], "multiplicity": 6, "e_lumo_ha": [-0.213, -0.302], "charge": 2}

| no. | molecular weight (g mol⁻¹) |
| --- | --- |
| 1 | 470.53 |
| 2 | 446.48 |
| 3 | 630.83 |